Record 1
The following is a quantum chemistry calculation of one molecule with the formula C2H3ClFNS, from the Open Molecules 2025 dataset.

```
9
Properties=species:S:1:pos:R:3:forces:R:3
F 1.356 1.470 -0.423 0.315 -0.816 0.746
C 1.310 0.267 0.269 -0.318 1.027 -1.289
Cl 2.500 -0.862 -0.412 0.106 0.082 0.028
C -0.057 -0.332 0.128 1.814 -0.763 0.404
N -0.997 0.376 -0.288 -1.214 -0.512 0.148
S -2.494 -0.467 -0.283 0.743 -0.858 0.292
H 1.553 0.421 1.307 0.297 0.245 0.334
H 0.014 -1.402 0.422 -0.920 0.446 -0.134
H -3.185 0.529 -0.718 -0.823 1.150 -0.530
```
Positions in Å, forces in eV/Å.

Results
- E_HOMO: -9.48 eV
- Total charge: 0
- SMILES: F[C@H](Cl)/C=N/S
- Electronic energy: -1090.96475 Eh
- Molar mass: 127.57 g mol⁻¹

Record 2
The following is a quantum chemistry calculation of an isolated ion of composition C2H3ClFO2S and charge -1, from the Open Molecules 2025 dataset.

```
10
Properties=species:S:1:pos:R:3:forces:R:3
C 0.647 1.031 0.040 3.152 0.263 0.239
C -1.397 -2.275 -0.438 -0.120 0.056 0.165
O -0.056 0.396 0.940 -0.520 -1.536 -0.280
O 1.070 -1.583 -0.362 0.585 -0.319 -0.451
F -0.173 1.713 -0.869 0.003 0.047 -0.820
S -0.153 -1.609 0.442 -1.503 -0.908 0.485
Cl -1.368 -2.341 -2.227 -0.165 0.063 0.845
H 1.541 0.425 -0.501 -2.605 0.830 0.406
H 1.246 1.793 0.551 -0.122 0.803 0.028
H -2.359 -2.602 0.053 1.294 0.701 -0.617
```
Positions in Å, forces in eV/Å.

Results
- E_HOMO: -3.67 eV
- Total charge: -1
- Electronic energy: -1186.70340 Eh
- Molar mass: 145.56 g mol⁻¹

Record 3
The following is a quantum chemistry calculation of one molecule with the formula C2H3ClN2, from the Open Molecules 2025 dataset.

```
8
Properties=species:S:1:pos:R:3:forces:R:3
C 1.518 -0.476 0.463 -2.816 -0.458 -0.341
C 0.114 0.014 0.100 0.282 -1.363 2.663
N 2.569 -0.576 -0.059 0.401 0.490 0.707
N 3.738 -0.822 -0.311 1.093 -1.116 -0.978
Cl 4.822 0.465 0.073 -0.032 0.519 0.095
H -0.135 -0.105 -0.947 0.210 0.508 -0.182
H 0.337 1.028 0.509 -1.407 -0.139 -0.734
H -0.742 -0.558 0.729 2.268 1.558 -1.231
```
Positions in Å, forces in eV/Å.

Results
- E_HOMO: -8.64 eV
- Total charge: 0
- Electronic energy: -647.55979 Eh
- Molar mass: 90.51 g mol⁻¹

Record 4
The following is a quantum chemistry calculation of one molecule with the formula C2H3ClN2, from the Open Molecules 2025 dataset.

```
8
Properties=species:S:1:pos:R:3:forces:R:3
C 0.705 0.509 -0.342 0.455 0.098 -0.865
N -0.420 -0.538 -0.363 0.661 1.183 -0.310
Cl -0.067 -2.245 -0.466 0.162 0.951 0.121
C -1.237 -0.199 0.636 -0.611 -0.555 0.096
N -1.914 0.220 1.467 -0.245 -0.008 0.220
H 1.654 -0.056 -0.261 -0.394 0.498 -0.279
H 0.714 1.242 -1.289 -0.282 -1.940 2.132
H 0.565 1.067 0.619 0.253 -0.227 -1.114
```
Positions in Å, forces in eV/Å.

Results
- E_HOMO: -10.03 eV
- Total charge: 0
- SMILES: CN(Cl)C#N
- Electronic energy: -647.62210 Eh
- Molar mass: 90.51 g mol⁻¹

LUMO list, top to bottom, in eV: 0.6 3.7 0.3 -0.2